Entry 1:
DFT (ωB97M-V/def2-TZVPD) results for a 2-piece molecular cluster, C3H10OS2 overall.

The value obtained for the HOMO energy is -9.1 eV. The value obtained for the LUMO energy is 0.59 eV. For the relative energy (zero: lowest compared OMol25 entry of this formula, charge and spin), the calculation gives 81.64 kJ/mol. The net charge is 0. The calculation puts the gap between HOMO and LUMO at 0.3563 Eh.

Cartesian coordinates (Å):
1 C 2.3933 1.5025 3.2372
2 C 3.0663 2.0259 1.9751
3 O 4.0088 1.0628 1.4865
4 H 1.3875 1.1119 3.1099
5 H 2.9164 0.6118 3.5553
6 H 2.3459 2.0732 4.1620
7 H 3.6173 2.9344 2.2135
8 H 2.3818 2.2020 1.1442
9 H 4.8572 1.1469 1.9350
10 C -3.0369 -1.9019 -3.6980
11 S -3.6201 -2.7858 -2.2718
12 S -5.5095 -1.9477 -2.0950
13 H -1.9568 -2.0122 -3.7367
14 H -3.2463 -0.8333 -3.6667
15 H -3.4192 -2.2722 -4.6480
16 H -6.1856 -2.9184 -2.7023

The net atomic charges from Mulliken, expressed in e, are:
1. C -0.90
2. C -0.23
3. O -0.55
4. H 0.26
5. H 0.31
6. H 0.33
7. H 0.23
8. H 0.26
9. H 0.30
10. C -0.76
11. S -0.05
12. S -0.22
13. H 0.27
14. H 0.31
15. H 0.30
16. H 0.16

=====

Entry 2:
DFT (ωB97M-V/def2-TZVPD) results for a 2-piece molecular cluster, C3H10OS2 overall.

The value obtained for the HOMO energy is -9.1 eV. The value obtained for the LUMO energy is 0.61 eV. For the relative energy (zero: lowest compared OMol25 entry of this formula, charge and spin), the calculation gives 53.54 kJ/mol. The net charge is 0. The calculation puts the gap between HOMO and LUMO at 0.3576 Eh.

Cartesian coordinates (Å):
1 C -1.6788 -2.2745 2.0147
2 C -0.7790 -1.0664 1.7220
3 O 0.4838 -1.1652 2.4067
4 H -2.3765 -1.9959 2.8067
5 H -2.2495 -2.5329 1.1213
6 H -1.0971 -3.1307 2.3320
7 H -1.2926 -0.1425 1.9902
8 H -0.4865 -0.9713 0.6768
9 H 0.4142 -0.7954 3.3014
10 C 0.0517 2.5548 -0.8556
11 S -0.3793 0.9105 -1.4914
12 S 1.4893 0.0137 -1.4048
13 H 1.0037 2.8461 -1.2466
14 H 0.0987 2.5165 0.2247
15 H -0.6674 3.2910 -1.1900
16 H 1.4727 -0.3576 -0.1097

The net atomic charges from Mulliken, expressed in e, are:
1. C -1.08
2. C 0.30
3. O -0.55
4. H 0.29
5. H 0.30
6. H 0.31
7. H 0.30
8. H -0.16
9. H 0.28
10. C -0.74
11. S -0.08
12. S -0.20
13. H 0.31
14. H 0.26
15. H 0.29
16. H 0.17

=====

Entry 3:
DFT (ωB97M-V/def2-TZVPD) results for a 2-piece molecular cluster, C3H10OS2 overall.

The value obtained for the HOMO energy is -9.1 eV. The value obtained for the LUMO energy is -1.11 eV. For the relative energy (zero: lowest compared OMol25 entry of this formula, charge and spin), the calculation gives 168.64 kJ/mol. The net charge is 0. The calculation puts the gap between HOMO and LUMO at 0.2934 Eh.

Cartesian coordinates (Å):
1 C -1.0038 0.2674 1.5652
2 C -1.1217 -0.1031 0.0838
3 S 0.0432 0.8023 -0.9291
4 S 1.4353 -1.2533 -1.0963
5 C 0.1260 -1.9130 -2.1302
6 H -1.9310 0.2172 2.1393
7 H -0.4011 -0.4799 2.0891
8 H -0.7365 1.2673 1.8834
9 H -2.0591 0.2022 -0.4404
10 H -1.0507 -1.1719 0.0893
11 H 0.1546 -1.3955 -3.1024
12 H -0.8834 -2.0145 -1.7245
13 H 0.5286 -2.9210 -2.3008
14 O 2.7002 3.0293 1.3212
15 H 1.9996 3.0313 0.6401
16 H 2.1998 2.4353 1.9122

The net atomic charges from Mulliken, expressed in e, are:
1. C -1.17
2. C -0.30
3. S -0.17
4. S -0.09
5. C -0.75
6. H 0.35
7. H 0.27
8. H 0.32
9. H 0.36
10. H 0.31
11. H 0.27
12. H 0.29
13. H 0.32
14. O -0.63
15. H 0.31
16. H 0.32

=====

Entry 4:
DFT (ωB97M-V/def2-TZVPD) results for a 2-piece molecular cluster, C3H10S overall.

The multiplicity is 2. The value obtained for the HOMO energy (spin up / spin down) is 1.1 / -4.7 eV. The value obtained for the LUMO energy (spin up / spin down) is 3.44 / 3.30 eV. For the relative energy (zero: lowest compared OMol25 entry of this formula, charge and spin), the calculation gives 98.16 kJ/mol. As for the expectation value of S²: 0.75. The net charge is -1. The calculation puts the gap between HOMO and LUMO (spin up / spin down) at 0.0865 / 0.2958 Eh.

Cartesian coordinates (Å):
1 C -0.5643 2.7680 0.9274
2 H 0.0562 3.6475 1.0045
3 H -1.1822 3.0357 1.6771
4 H -0.1056 1.8641 0.9064
5 H -1.0941 3.1151 -0.0602
6 C 1.2889 -1.1133 -0.4547
7 C -0.1889 -1.4298 -0.6517
8 S -0.6313 -2.8059 0.4387
9 H 1.8381 -2.0569 -0.2792
10 H 1.3255 -0.5415 0.5226
11 H 1.8279 -0.5546 -1.2756
12 H -0.7425 -0.4717 -0.6043
13 H -0.3651 -1.9488 -1.7084
14 H -1.4626 -3.5081 -0.4425

The net atomic charges from Mulliken, expressed in e, are:
1. C -0.89
2. H 0.37
3. H 0.32
4. H -0.10
5. H 0.27
6. C -1.68
7. C -1.37
8. S -0.38
9. H 0.57
10. H 0.40
11. H 0.32
12. H 0.14
13. H 0.74
14. H 0.29

=====

Entry 5:
DFT (ωB97M-V/def2-TZVPD) results for a 2-piece molecular cluster, C3H10S overall.

The value obtained for the HOMO energy is -9.8 eV. The value obtained for the LUMO energy is 0.79 eV. For the relative energy (zero: lowest compared OMol25 entry of this formula, charge and spin), the calculation gives 152.26 kJ/mol. The net charge is 0. The calculation puts the gap between HOMO and LUMO at 0.3891 Eh.

Cartesian coordinates (Å):
1 C 0.6048 1.8116 0.5167
2 C -0.6805 1.5420 -0.2787
3 C -0.8110 0.0216 -0.8767
4 H 1.4339 2.0017 -0.0988
5 H 0.4003 2.6983 1.1809
6 H 0.8993 0.9290 1.1861
7 H -1.4850 1.4691 0.5209
8 H -0.7749 2.3655 -0.9996
9 H -1.8950 -0.1542 -1.0348
10 H -0.5791 -0.6918 0.0410
11 H -0.2541 0.2341 -1.8439
12 S 0.6463 -4.2523 1.0670
13 H 1.6866 -4.7566 0.6023
14 H 0.8082 -3.2179 0.0176

The net atomic charges from Mulliken, expressed in e, are:
1. C -1.00
2. C -0.40
3. C -0.81
4. H 0.33
5. H 0.28
6. H 0.26
7. H 0.26
8. H 0.33
9. H 0.27
10. H 0.16
11. H 0.31
12. S -0.27
13. H 0.12
14. H 0.14

=====

Entry 6:
DFT (ωB97M-V/def2-TZVPD) results for a 2-piece molecular cluster, C3H10S2 overall.

The multiplicity is 2. The value obtained for the HOMO energy (spin up / spin down) is 0.9 / -4.7 eV. The value obtained for the LUMO energy (spin up / spin down) is 3.18 / 3.08 eV. For the relative energy (zero: lowest compared OMol25 entry of this formula, charge and spin), the calculation gives 278.86 kJ/mol. As for the expectation value of S²: 0.75. The net charge is -1. The calculation puts the gap between HOMO and LUMO (spin up / spin down) at 0.0834 / 0.2870 Eh.

Cartesian coordinates (Å):
1 C -1.9484 -1.0866 -1.1886
2 S -2.6188 0.7332 -1.0056
3 H -0.8747 -0.9182 -1.3211
4 H -2.1373 -1.6707 -0.1451
5 H -2.4981 -1.4225 -2.0428
6 H -1.3161 1.0217 -0.5530
7 C 2.1210 1.0883 -0.0193
8 S 1.0087 1.2920 1.2767
9 C 0.3906 -0.3657 1.5292
10 H 2.0988 2.1163 -0.5245
11 H 1.6907 0.1750 -0.6332
12 H 3.2087 0.8474 -0.0816
13 H -0.3861 -0.1891 2.2954
14 H 0.0377 -0.6131 0.5745
15 H 1.2234 -1.0080 1.8389

The net atomic charges from Mulliken, expressed in e, are:
1. C -1.74
2. S -0.36
3. H -0.01
4. H 0.11
5. H 0.95
6. H 0.13
7. C -1.23
8. S -0.14
9. C -0.03
10. H 0.23
11. H 0.43
12. H 0.46
13. H 0.36
14. H -0.58
15. H 0.41

=====

Entry 7:
DFT (ωB97M-V/def2-TZVPD) results for a 2-piece molecular cluster, C3H10S2 overall.

The value obtained for the HOMO energy is -9.1 eV. The value obtained for the LUMO energy is 0.33 eV. For the relative energy (zero: lowest compared OMol25 entry of this formula, charge and spin), the calculation gives 23.16 kJ/mol. The net charge is 0. The calculation puts the gap between HOMO and LUMO at 0.3459 Eh.

Cartesian coordinates (Å):
1 C 1.2317 -0.0884 -1.2058
2 C 1.0230 0.5530 0.1567
3 C 0.6756 -0.4775 1.2112
4 H 2.0720 -0.7743 -1.1597
5 H 1.3082 0.6518 -1.9972
6 H 0.3397 -0.6764 -1.4299
7 H 0.2197 1.2899 0.0478
8 H 1.8733 1.1467 0.4916
9 H 0.5313 -0.0382 2.1992
10 H -0.2240 -1.0279 0.9317
11 H 1.4961 -1.1869 1.3459
12 S -2.8678 -0.8953 -0.6335
13 S -2.7639 0.3297 1.0230
14 H -1.9223 -0.2957 -1.3704
15 H -2.9926 1.4895 0.3895

The net atomic charges from Mulliken, expressed in e, are:
1. C -1.02
2. C -0.10
3. C -0.98
4. H 0.36
5. H 0.30
6. H 0.17
7. H 0.19
8. H 0.31
9. H 0.28
10. H 0.17
11. H 0.37
12. S -0.16
13. S -0.20
14. H 0.13
15. H 0.17

=====

Entry 8:
DFT (ωB97M-V/def2-TZVPD) results for a 2-piece molecular cluster, C3H10S2 overall.

The value obtained for the HOMO energy is -8.9 eV. The value obtained for the LUMO energy is 0.75 eV. For the relative energy (zero: lowest compared OMol25 entry of this formula, charge and spin), the calculation gives 168.02 kJ/mol. The net charge is 0. The calculation puts the gap between HOMO and LUMO at 0.3559 Eh.

Cartesian coordinates (Å):
1 C 2.1373 -1.7426 1.8763
2 C 1.5276 -0.6366 1.0285
3 S 2.1062 -0.3455 -0.7412
4 H 3.2662 -1.7233 1.9811
5 H 1.9666 -2.5414 1.1889
6 H 1.7017 -1.7866 2.8196
7 H 0.4086 -0.8008 0.8017
8 H 1.4601 0.3739 1.5487
9 H 1.9240 -1.7754 -0.9454
10 C -2.6114 1.3161 -1.6135
11 S -2.5648 0.9901 0.1427
12 H -1.9193 2.1021 -1.8261
13 H -2.2925 0.4736 -2.0778
14 H -3.6738 1.7408 -1.6414
15 H -1.8253 0.0016 -0.0217

The net atomic charges from Mulliken, expressed in e, are:
1. C -0.83
2. C -0.39
3. S -0.20
4. H 0.25
5. H 0.24
6. H 0.33
7. H 0.18
8. H 0.34
9. H 0.12
10. C -0.73
11. S -0.10
12. H 0.27
13. H 0.31
14. H 0.24
15. H -0.01

=====

Entry 9:
DFT (ωB97M-V/def2-TZVPD) results for a 2-piece molecular cluster, C3H10S3 overall.

The multiplicity is 2. The value obtained for the HOMO energy (spin up / spin down) is -0.9 / -3.6 eV. The value obtained for the LUMO energy (spin up / spin down) is 3.08 / 3.06 eV. For the relative energy (zero: lowest compared OMol25 entry of this formula, charge and spin), the calculation gives 0.00 kJ/mol. As for the expectation value of S²: 0.75. The net charge is -1. The calculation puts the gap between HOMO and LUMO (spin up / spin down) at 0.1469 / 0.2434 Eh.

Cartesian coordinates (Å):
1 C -1.8037 -2.4069 -0.1631
2 S -2.9290 -1.2077 0.6281
3 S -1.3365 0.4529 1.1498
4 H -1.7683 -2.1796 -1.2342
5 H -0.8143 -2.3798 0.2864
6 H -2.2009 -3.4047 -0.0257
7 H -0.9053 0.0582 2.3605
8 C 1.8834 -0.5445 -0.4088
9 C 2.7805 0.6901 -0.1585
10 S 2.7277 1.9589 -1.4526
11 H 2.5310 -1.3289 -0.7868
12 H 1.4189 -0.8506 0.5154
13 H 1.1213 -0.2449 -1.1082
14 H 3.8113 0.3659 -0.1411
15 H 2.4668 1.1670 0.7656
16 H 1.4012 2.1540 -1.4561

The net atomic charges from Mulliken, expressed in e, are:
1. C -0.64
2. S -0.41
3. S -0.58
4. H 0.19
5. H 0.14
6. H 0.27
7. H 0.04
8. C -0.74
9. C -0.48
10. S -0.28
11. H 0.31
12. H 0.17
13. H 0.29
14. H 0.33
15. H 0.28
16. H 0.12

=====

Entry 10:
DFT (ωB97M-V/def2-TZVPD) results for a 2-piece molecular cluster, C3H10S3 overall.

The multiplicity is 2. The value obtained for the HOMO energy (spin up / spin down) is -0.1 / -3.8 eV. The value obtained for the LUMO energy (spin up / spin down) is 2.99 / 2.98 eV. For the relative energy (zero: lowest compared OMol25 entry of this formula, charge and spin), the calculation gives 60.48 kJ/mol. As for the expectation value of S²: 0.75. The net charge is -1. The calculation puts the gap between HOMO and LUMO (spin up / spin down) at 0.1126 / 0.2479 Eh.

Cartesian coordinates (Å):
1 C -0.7523 3.0145 1.8939
2 S 0.0918 1.4055 1.6562
3 S -1.6127 0.0449 1.6176
4 H -0.0580 3.8492 1.7997
5 H -1.4917 3.1653 1.1063
6 H -1.2122 3.0271 2.8777
7 H -1.9549 0.1686 2.9078
8 C -0.3523 -0.6791 -1.5894
9 C 1.1553 -0.7528 -1.8565
10 S 1.6725 -2.2971 -2.6835
11 H -0.6665 -1.1799 -0.6691
12 H -0.4507 0.3410 -1.1804
13 H -1.0028 -0.7609 -2.4554
14 H 1.5941 -0.7635 -0.8593
15 H 1.6656 0.0649 -2.3646
16 H 1.7320 -2.8841 -1.5075

The net atomic charges from Mulliken, expressed in e, are:
1. C -0.77
2. S -0.35
3. S -0.56
4. H 0.23
5. H 0.25
6. H 0.26
7. H 0.00
8. C -0.73
9. C -0.52
10. S -0.26
11. H 0.25
12. H 0.19
13. H 0.32
14. H 0.24
15. H 0.36
16. H 0.11

=====

Entry 11:
DFT (ωB97M-V/def2-TZVPD) results for C3H10SSi as an isolated structure.

The multiplicity is 3. The value obtained for the HOMO energy (spin up / spin down) is -5.8 / -9.7 eV. The value obtained for the LUMO energy (spin up / spin down) is 0.72 / -2.63 eV. For the relative energy (zero: lowest compared OMol25 entry of this formula, charge and spin), the calculation gives 35.41 kJ/mol. As for the expectation value of S²: 2.01. The net charge is 0. The calculation puts the gap between HOMO and LUMO (spin up / spin down) at 0.2414 / 0.2583 Eh.

Cartesian coordinates (Å):
1 C -1.0040 1.7913 -0.0002
2 C 1.8738 -1.4153 0.5036
3 C -0.6820 0.3549 0.2528
4 Si 0.9636 -0.1812 -0.5943
5 S -2.2274 -0.8767 -0.9377
6 H -0.4472 2.3690 0.7011
7 H -0.8216 2.0112 -1.1214
8 H -2.0475 2.2294 0.1930
9 H 1.9219 -2.4172 -0.0036
10 H 2.8257 -1.2329 0.9398
11 H 1.4584 -1.5066 1.5975
12 H -1.1228 0.0226 1.1788
13 H 1.6410 0.9564 -1.0695
14 H 0.6186 -0.7880 -1.8125
15 H -2.9505 -1.3169 0.1727

The net atomic charges from Mulliken, expressed in e, are:
1. C -1.11
2. C -1.09
3. C -0.55
4. Si 0.60
5. S -0.12
6. H 0.32
7. H 0.29
8. H 0.31
9. H 0.29
10. H 0.39
11. H 0.28
12. H 0.57
13. H -0.18
14. H -0.21
15. H 0.20

=====

Entry 12:
DFT (ωB97M-V/def2-TZVPD) results for a 2-piece molecular cluster, C3H10Si2 overall.

The value obtained for the HOMO energy is -9.4 eV. The value obtained for the LUMO energy is 0.43 eV. For the relative energy (zero: lowest compared OMol25 entry of this formula, charge and spin), the calculation gives 396.35 kJ/mol. The net charge is 0. The calculation puts the gap between HOMO and LUMO at 0.3605 Eh.

Cartesian coordinates (Å):
1 Si 3.4500 0.1639 -0.0844
2 Si 1.2238 0.7523 0.1953
3 H 4.5837 0.9786 -0.1527
4 H 3.9947 -1.1517 -0.7976
5 H 3.7000 -0.3919 1.2024
6 H 0.6092 1.8231 1.1222
7 H 0.8007 0.7262 -1.2185
8 H 0.7924 -0.5455 0.7959
9 C -1.9061 -0.6423 0.0045
10 C -2.5439 0.4846 -0.0695
11 C -3.3040 -0.6868 -0.4724
12 H -1.0892 -0.9543 0.5430
13 H -2.7329 1.4649 0.1035
14 H -3.5217 -0.9496 -1.4925
15 H -4.0567 -1.0715 0.3206

The net atomic charges from Mulliken, expressed in e, are:
1. Si 0.32
2. Si 0.32
3. H -0.16
4. H -0.08
5. H -0.11
6. H -0.06
7. H -0.06
8. H -0.14
9. C -0.39
10. C -0.29
11. C -0.53
12. H 0.38
13. H 0.42
14. H 0.22
15. H 0.16